Version one
Formula: C6H10N2
Source: OMol25
Level of theory: ωB97M-V with the def2-TZVPD basis set

Values from the calculation:
- Gap between HOMO and LUMO: 8.81 eV
- LUMO: 0.037 Eh
- Charge: 0

Last column: Mulliken charge in e.
Element x y z (Å)
C -1.76813 1.15162 -1.03661  -0.447
C -1.37200 0.44573 0.21313  -0.300
C 0.60978 -0.82664 0.85319  0.188
C 1.18756 0.63057 0.80351  -0.543
C 1.30221 -0.95425 -0.38360  -0.651
C -0.42132 0.44530 -0.98003  0.254
H -2.46465 0.76686 -1.84109  0.278
H -1.70849 2.27649 -0.81266  0.210
H -0.91609 1.02473 0.91606  0.159
H -1.33515 -1.38602 1.50557  0.274
H 1.22313 -1.61083 1.47351  0.336
H 0.58528 1.44882 1.21256  0.163
H 2.22723 0.71634 1.13833  0.305
H 0.98484 -1.95727 -0.91881  0.316
H 2.36182 -1.36526 -0.20338  0.339
H -0.61152 -0.46438 -1.75280  0.130
N -0.90629 -0.91975 0.60799  -0.484
N 1.02180 0.57795 -0.79487  -0.526

Version two
Formula: C6H10N2
Source: OMol25
Level of theory: ωB97M-V with the def2-TZVPD basis set

Values from the calculation:
- Structure (SMILES): C=CC(C)(C)N=C=N
- Gap between HOMO and LUMO: 8.08 eV
- LUMO: -0.019 Eh
- Charge: 0

Last column: Mulliken charge in e.
Element x y z (Å)
C -1.63715 1.33846 -0.20153  -0.673
C -0.86353 0.34128 -0.65805  -0.559
C 0.48507 -0.04796 0.22326  1.761
C 0.81512 0.78140 1.45109  -1.754
C 1.61400 -0.02187 -0.80941  -1.566
N 0.09458 -1.37238 0.59142  -0.629
C -0.86039 -1.70211 -0.16868  0.549
N -1.74036 -2.49048 -0.54370  -0.636
H -1.65949 1.63714 0.83610  0.225
H -2.19047 1.98631 -0.86736  0.278
H -0.81764 0.19610 -1.73226  0.371
H 1.08918 1.80052 1.18530  0.370
H 1.64747 0.29415 1.96126  0.404
H -0.01914 0.79238 2.14915  0.430
H 2.51109 -0.42361 -0.33441  0.385
H 1.38068 -0.64595 -1.67029  0.375
H 1.80889 0.99692 -1.14251  0.350
H -1.65793 -3.46030 -0.26938  0.320

Version three
Formula: C6H10N2
Source: OMol25
Level of theory: ωB97M-V with the def2-TZVPD basis set

Values from the calculation:
- Gap between HOMO and LUMO: 10.27 eV
- LUMO: 0.033 Eh
- Charge: 0

Last column: Mulliken charge in e.
Element x y z (Å)
C 1.22759 -1.12642 -2.19452  0.172
C 0.32743 1.86744 -1.29544  -0.613
C -0.60717 1.48347 -0.18941  -0.638
C 0.51684 0.56639 -0.56515  0.092
C -0.66506 -2.00559 0.93156  -0.745
C 0.24957 -0.73928 -1.23786  -0.236
N 2.02736 -1.41085 -2.96392  -0.461
N 0.50676 -2.05147 0.10033  -0.516
H -0.03806 1.85460 -2.31295  0.254
H 1.05695 2.64253 -1.10612  0.261
H -0.54826 2.01733 0.74757  0.269
H -1.61119 1.19076 -0.46093  0.237
H 1.37359 0.53424 0.10115  0.367
H -1.53126 -2.29852 0.33527  0.281
H -0.54148 -2.74325 1.72759  0.344
H -0.86851 -1.02844 1.39415  0.258
H -0.76801 -0.92636 -1.55754  0.402
H 1.31951 -1.68449 0.58943  0.270

version three comes first in stability; the runner-up is 20.2 kcal/mol higher.

Version one
Formula: C6H10N2
Source: OMol25
Level of theory: ωB97M-V with the def2-TZVPD basis set

Values from the calculation:
- Gap between HOMO and LUMO (alpha / beta): 7.42 / 7.41 eV
- LUMO (alpha / beta): 0.034 / 0.034 Eh
- Charge: 0

Last column: Mulliken charge in e.
Element x y z (Å)
C 0.41204 1.44395 -0.10981  -0.576
C -0.59823 -1.93716 1.23245  -1.321
C 1.27217 0.17876 -2.25456  -1.254
C -0.46459 0.58984 0.76521  0.329
C -0.00287 -0.69730 0.67009  0.271
C 0.97909 0.22037 -0.79490  0.711
N -1.52302 1.08395 1.50695  -0.524
N 1.24007 -0.78829 0.00595  -0.635
H -1.95362 1.92061 1.14320  0.212
H -2.19191 0.39286 1.81287  0.213
H -0.15443 2.09922 -0.77281  0.366
H 1.15776 2.02802 0.43259  0.223
H -0.98142 -1.89075 2.25322  0.359
H -1.40406 -2.38875 0.65403  0.263
H 0.11687 -2.76201 1.31179  0.363
H 1.38518 -0.85411 -2.57699  0.352
H 2.21762 0.69615 -2.43511  0.311
H 0.49335 0.66463 -2.84416  0.336

Version two
Formula: C6H10N2
Source: OMol25
Level of theory: ωB97M-V with the def2-TZVPD basis set

Values from the calculation:
- Structure (SMILES): C1N[C@H]2C[C@@H]2N2C[C@H]12
- Gap between HOMO and LUMO: 9.39 eV
- LUMO: 0.042 Eh
- Charge: 0

Last column: Mulliken charge in e.
Element x y z (Å)
C -0.14456 -1.64077 0.01960  -0.739
N 1.41111 -1.23247 0.11051  -0.435
C 1.19211 0.27194 0.22430  0.071
C 1.64563 1.54592 -0.18219  -0.789
C 0.22380 0.89184 -0.58483  -0.020
N -1.25272 0.78858 -0.29854  -0.366
C -1.70977 0.18597 0.91625  -0.313
C -1.37393 -0.59241 -0.20692  -0.076
H -0.18810 -2.35205 -0.71144  0.461
H -0.50773 -1.99654 1.00079  0.264
H 1.95495 -1.47603 -0.67190  0.295
H 0.77316 0.34669 1.17163  0.235
H 1.98763 1.80419 -1.31611  0.219
H 1.69426 2.43545 0.35254  0.299
H 0.37576 0.85607 -1.73850  0.134
H -2.85904 0.32543 1.08742  0.237
H -1.24018 0.17793 1.99934  0.161
H -2.09904 -0.98889 -0.97482  0.362

version one comes first in stability; the runner-up is 98.2 kcal/mol higher.

Version one
Formula: C6H10N2
Source: OMol25
Level of theory: ωB97M-V with the def2-TZVPD basis set

Values from the calculation:
- Gap between HOMO and LUMO: 9.52 eV
- LUMO: 0.028 Eh
- Charge: 0

Last column: Mulliken charge in e.
Element x y z (Å)
C 0.84223 -0.22452 0.50286  0.321
C 0.08203 1.01630 0.55990  -0.516
C -0.98641 0.22752 -0.32469  0.325
C -0.56798 -0.94729 0.60881  -0.509
C -0.05959 0.05370 -1.50274  -0.558
C 1.11186 -0.39083 -0.92447  -0.727
H 3.00396 -0.96769 0.74103  0.292
H 1.57732 -0.83608 2.41481  0.290
H 0.67103 1.83954 0.06966  0.258
H -0.04991 1.34379 1.59164  0.321
H -2.18481 1.24279 -1.48479  0.326
H -2.85280 1.09972 0.16312  0.313
H -0.67352 -1.97256 0.17935  0.266
H -1.06116 -1.12162 1.59248  0.332
H -0.66870 -0.03092 -2.39779  0.398
H 2.13674 -0.45401 -1.30960  0.260
N 2.00505 -0.32817 1.40695  -0.669
N -2.35232 0.53499 -0.70379  -0.722

Version two
Formula: C6H10N2
Source: OMol25
Level of theory: ωB97M-V with the def2-TZVPD basis set

Values from the calculation:
- Gap between HOMO and LUMO: 8.63 eV
- LUMO: -0.001 Eh
- Charge: 0

Last column: Mulliken charge in e.
Element x y z (Å)
C 2.61776 -0.23848 -0.28795  -1.072
C 1.15797 -0.24421 0.28121  0.742
C -1.01920 -1.55499 0.25809  -0.718
C -2.20620 -0.65228 -0.11923  -0.324
C -1.99454 0.68395 -0.05980  -0.269
C -0.64128 1.45966 0.09355  -0.468
H 2.75067 -1.24533 -0.88946  0.297
H 3.01038 0.65334 -0.58409  0.448
H 3.13252 -0.60971 0.85250  0.209
H -1.21555 -2.60340 -0.06478  0.348
H -1.00017 -1.72780 1.27174  0.409
H -3.11935 -1.18384 -0.26476  0.385
H -2.71522 1.64377 -0.49250  0.159
H -0.99474 2.33107 0.55732  0.327
H -0.38239 1.69751 -0.95968  0.279
H 1.50450 1.85849 -0.24881  0.290
N 0.44235 -1.27194 0.03028  -0.513
N 0.67249 1.00420 0.62638  -0.529

version one comes first in stability; the runner-up is 13.2 kcal/mol higher.

Version one
Formula: C6H10N2
Source: OMol25
Level of theory: ωB97M-V with the def2-TZVPD basis set

Values from the calculation:
- Structure (SMILES): [H]/N=C(/CC(=C)C)N=C
- Gap between HOMO and LUMO: 10.22 eV
- LUMO: 0.035 Eh
- Charge: 0

Last column: Mulliken charge in e.
Element x y z (Å)
H -1.04584 1.85284 -2.40362  0.245
N -0.30376 1.17195 -2.26777  -0.652
C -0.59076 0.23201 -1.47168  0.584
C 0.47030 -0.71192 -0.98681  -0.643
C 0.71773 -0.41811 0.53873  0.604
C 0.50842 -1.36114 1.44845  -0.914
C 1.53931 0.81384 0.79276  -1.365
N -1.84140 -0.01821 -0.93353  -0.443
C -2.25279 0.23295 0.21997  -0.259
H 0.12953 -1.73801 -1.10875  0.410
H 1.38006 -0.53307 -1.55566  0.255
H 0.84293 -1.25108 2.46711  0.298
H -0.06804 -2.24790 1.23137  0.279
H 2.60418 0.57043 0.74020  0.337
H 1.32481 1.56597 0.03465  0.360
H 1.34506 1.21253 1.78850  0.394
H -3.26233 -0.04007 0.50027  0.303
H -1.49740 0.66697 0.96582  0.206

Version two
Formula: C6H10N2
Source: OMol25
Level of theory: ωB97M-V with the def2-TZVPD basis set

Values from the calculation:
- Gap between HOMO and LUMO: 9.22 eV
- LUMO: 0.034 Eh
- Charge: 0

Last column: Mulliken charge in e.
Element x y z (Å)
C -1.99199 0.33563 0.28393  -0.513
C -0.44128 -0.76403 0.06926  -0.138
C 1.20759 -1.05043 0.01636  -0.152
C 1.57399 0.11052 0.92671  -0.712
C 0.98133 1.00374 -0.23814  -0.227
C -0.51065 0.67741 -0.36584  -0.180
H -2.98939 0.86205 0.23565  0.299
H -1.80495 0.60366 1.39223  0.222
H -1.82362 -0.80172 -1.36624  0.355
H -0.54546 -0.63830 1.24001  0.172
H 1.72398 -2.14092 0.05419  0.276
H 2.64795 0.06074 0.92369  0.329
H 1.04272 -0.03626 1.99990  0.266
H 1.21796 2.00456 -0.39451  0.498
H 1.01889 -0.51260 -2.01810  0.287
H -0.93309 1.42539 -1.50172  0.176
N -1.84646 -0.90985 -0.24685  -0.492
N 1.47247 -0.22957 -1.01051  -0.464

version one comes first in stability; the runner-up is 183.3 kcal/mol higher.

Version one
Formula: C2H2N2OS2
Source: OMol25
Level of theory: ωB97M-V with the def2-TZVPD basis set

Values from the calculation:
- Gap between HOMO and LUMO: 4.37 eV
- LUMO: -0.103 Eh
- Charge: 0

Last column: Mulliken charge in e.
Element x y z (Å)
C -0.85864 0.99814 -0.07810  0.415
C 1.59554 -0.45215 -0.25877  0.523
N -0.76079 -0.35971 -0.08706  -0.226
N 0.47428 -0.91336 0.23878  -0.201
O 0.10913 1.71801 0.13379  -0.573
S -2.42468 1.55729 -0.47392  -0.465
S 3.04361 0.06029 -0.52207  -0.102
H -1.51273 -1.09786 -0.12681  0.277
H 0.33428 -1.51065 1.17414  0.352

Version two
Formula: C2H2N2OS2
Source: OMol25
Level of theory: ωB97M-V with the def2-TZVPD basis set

Values from the calculation:
- Gap between HOMO and LUMO (alpha / beta): 7.13 / 7.59 eV
- LUMO (alpha / beta): -0.047 / -0.042 Eh
- Charge: 0

Last column: Mulliken charge in e.
Element x y z (Å)
C 0.40961 -1.21782 0.30055  -0.045
C -0.92282 -0.83843 -0.05449  0.459
N -0.16101 1.83841 0.25080  -0.499
N 1.45913 -0.55335 0.00643  -0.183
O -1.90679 -1.52003 -0.17534  -0.477
S 1.97252 0.82810 -0.29514  0.072
S -1.35269 1.03296 -0.47606  0.112
H 0.47087 -2.34708 0.61622  0.274
H 0.03117 2.77723 -0.17296  0.286

version two comes first in stability; the runner-up is 5.1 kcal/mol higher.